1.
{"formula": "C3H3O3Pm", "method": "ωB97M-V/def2-TZVPD", "species": ["O", "O", "C", "Pm", "O", "C", "H", "C", "H", "H"], "positions_angstrom": [[-1.047, 0.712, 0.042], [-3.269, 1.398, 0.028], [-2.202, 1.030, 0.055], [4.343, 1.348, 0.108], [1.621, 0.550, -0.069], [1.044, -0.506, -0.158], [1.503, -1.498, 0.084], [-0.433, -0.676, -0.039], [-0.716, -1.200, 0.884], [-0.845, -1.159, -0.935]], "mulliken_spin": [0.00, 0.00, 0.00, 5.00, 0.00, 0.00, 0.00, 0.00, 0.00, 0.00], "charge": 3, "multiplicity": 6, "relative_energy_kj_mol": 50.67, "homo_ev": [-21.257, -23.640], "lumo_energy_ev": [-12.86, -12.68], "fmax_ev_per_a": 2.83, "s2": 8.755}

***

2.
{"formula": "CH2NO3PS", "method": "ωB97M-V/def2-TZVPD", "species": ["H", "N", "C", "S", "P", "O", "O", "O", "H"], "positions_angstrom": [[2.246, 1.057, -0.150], [1.613, 0.282, -0.232], [0.357, 0.629, -0.131], [0.055, 2.252, 0.124], [-1.085, -0.423, -0.013], [-1.935, -0.333, -1.249], [-1.937, -0.256, 1.245], [-0.107, -1.868, 0.324], [0.793, -1.342, 0.082]], "lowdin_charge": [-0.04, -0.11, -1.09, 0.28, 0.22, -0.44, -0.47, -0.37, 0.01], "charge": -2, "multiplicity": 1, "relative_energy_kj_mol": 236.08, "homo_ev": 0.336, "lumo_energy_ev": 6.16, "fmax_ev_per_a": 4.10, "smiles": "[H]/N=C(\\[S-])[P@](=O)([O-])O"}

***

3.
{"formula": "C5H6N2", "method": "ωB97M-V/def2-TZVPD", "species": ["H", "N", "C", "C", "C", "N", "C", "C", "H", "H", "H", "H", "H"], "positions_angstrom": [[-1.484, 1.932, -0.310], [-0.465, 1.718, -0.071], [-0.639, 0.423, -0.108], [-1.871, -0.209, -0.171], [-2.963, -0.622, 0.059], [0.341, -0.523, 0.163], [1.656, -0.026, 0.671], [1.655, -0.504, -0.696], [-3.891, -1.282, 0.511], [1.683, 0.969, 0.993], [2.128, -0.715, 1.419], [2.056, -1.510, -1.003], [1.794, 0.349, -1.455]], "lowdin_charge": [0.08, 0.16, -0.51, -0.12, 0.11, -0.02, -0.17, -0.09, 0.12, 0.08, 0.12, 0.11, 0.13], "charge": 0, "multiplicity": 1, "relative_energy_kj_mol": 464.35, "homo_ev": -9.679, "lumo_energy_ev": 0.54, "fmax_ev_per_a": 5.55, "smiles": "[H]/N=C(\\C#C)N1CC1"}

***

4.
{"formula": "C42H57Cl2P3SSiW", "method": "ωB97M-V/def2-TZVPD", "species": ["W", "C", "C", "C", "P", "C", "C", "C", "C", "C", "C", "C", "C", "C", "Si", "C", "C", "C", "C", "C", "C", "P", "C", "C", "C", "C", "C", "C", "C", "C", "C", "C", "C", "C", "P", "C", "C", "C", "C", "C", "C", "H", "H", "H", "H", "H", "H", "H", "H", "H", "H", "H", "H", "H", "H", "H", "H", "H", "H", "H", "H", "H", "H", "H", "H", "H", "H", "H", "H", "H", "H", "H", "H", "H", "H", "H", "H", "H", "H", "H", "H", "H", "H", "H", "H", "H", "H", "H", "H", "H", "H", "H", "H", "H", "H", "Cl", "C", "C", "C", "C", "C", "Cl", "C", "S", "H", "H", "H"], "positions_angstrom": [[-0.666, -0.273, 0.069], [1.130, 3.057, 2.200], [-0.060, 3.455, 1.326], [0.093, 4.916, 0.909], [-0.248, 2.236, -0.089], [-1.754, 2.784, -1.057], [-2.918, 2.798, -0.053], [-1.758, 4.064, -1.890], [1.355, 2.458, -0.935], [1.672, 3.603, -1.662], [2.936, 3.753, -2.215], [3.899, 2.773, -2.030], [3.586, 1.626, -1.313], [2.316, 1.440, -0.769], [1.818, -0.237, -0.010], [2.199, -1.633, -1.225], [3.217, -2.562, -1.027], [3.365, -3.648, -1.880], [2.487, -3.813, -2.938], [1.464, -2.899, -3.150], [1.310, -1.810, -2.301], [0.001, -0.546, -2.499], [-1.406, -1.103, -3.614], [-1.103, -1.342, -5.096], [-2.160, -2.301, -3.047], [0.860, 0.718, -3.584], [-0.115, 1.741, -4.167], [1.791, 0.099, -4.632], [2.572, -0.379, 1.701], [3.955, -0.351, 1.869], [4.524, -0.320, 3.133], [3.698, -0.302, 4.245], [2.319, -0.331, 4.096], [1.739, -0.380, 2.828], [-0.086, -0.474, 2.600], [-0.442, -2.165, 3.334], [-1.931, -2.534, 3.339], [0.134, -2.447, 4.720], [-0.909, 0.873, 3.614], [-0.278, 1.260, 4.949], [-2.404, 0.598, 3.800], [1.124, 3.638, 3.123], [2.069, 3.260, 1.685], [1.120, 2.004, 2.460], [-0.986, 3.372, 1.903], [1.048, 5.089, 0.417], [0.079, 5.525, 1.814], [-0.709, 5.267, 0.263], [-1.898, 1.937, -1.740], [-2.935, 3.737, 0.502], [-2.850, 1.981, 0.673], [-3.869, 2.706, -0.577], [-1.746, 4.955, -1.266], [-2.683, 4.087, -2.469], [-0.931, 4.114, -2.595], [0.936, 4.381, -1.812], [3.165, 4.642, -2.788], [4.884, 2.892, -2.462], [4.332, 0.846, -1.207], [3.885, -2.444, -0.182], [4.156, -4.367, -1.708], [2.590, -4.662, -3.601], [0.784, -3.057, -3.974], [-2.067, -0.229, -3.562], [-0.459, -2.203, -5.263], [-0.667, -0.482, -5.593], [-2.053, -1.551, -5.590], [-1.496, -3.148, -2.865], [-2.922, -2.624, -3.758], [-2.671, -2.044, -2.126], [1.505, 1.252, -2.900], [-0.831, 1.310, -4.865], [0.452, 2.501, -4.707], [-0.670, 2.244, -3.375], [1.302, -0.609, -5.297], [2.631, -0.405, -4.155], [2.194, 0.909, -5.242], [4.598, -0.335, 0.996], [5.599, -0.297, 3.248], [4.126, -0.262, 5.238], [1.710, -0.312, 4.987], [0.086, -2.804, 2.619], [-2.380, -2.296, 4.302], [-2.047, -3.608, 3.182], [-2.500, -2.023, 2.572], [-0.257, -1.767, 5.478], [1.219, -2.425, 4.740], [-0.177, -3.454, 5.005], [-0.816, 1.734, 2.949], [-0.331, 0.452, 5.678], [-0.841, 2.100, 5.360], [0.756, 1.583, 4.840], [-2.574, -0.152, 4.571], [-2.891, 0.270, 2.883], [-2.898, 1.516, 4.123], [-3.117, -0.749, 0.304], [-3.420, -2.461, 0.259], [-4.720, -2.914, 0.350], [-4.932, -4.283, 0.303], [-3.865, -5.160, 0.179], [-2.567, -4.682, 0.099], [-1.259, -5.788, -0.040], [-2.314, -3.302, 0.135], [-0.687, -2.696, -0.024], [-5.541, -2.217, 0.447], [-5.941, -4.668, 0.366], [-4.033, -6.227, 0.145]], "mulliken_spin": [1.84, 0.00, 0.00, 0.00, 0.20, 0.06, 0.04, 0.01, -0.03, -0.01, 0.00, 0.00, 0.00, 0.02, -0.06, 0.00, 0.00, 0.00, 0.00, 0.00, -0.01, 0.00, -0.01, 0.00, 0.02, -0.01, 0.01, 0.00, 0.00, -0.01, 0.00, 0.00, -0.01, -0.01, 0.00, -0.02, 0.01, 0.00, -0.01, 0.00, 0.04, 0.00, 0.00, 0.00, 0.01, 0.00, 0.00, 0.00, -0.02, 0.00, 0.02, 0.00, 0.00, 0.00, 0.00, 0.00, 0.00, 0.00, 0.00, 0.00, 0.00, 0.00, 0.00, 0.01, 0.00, 0.00, 0.00, 0.00, 0.00, -0.02, 0.00, 0.00, 0.00, 0.00, 0.00, 0.00, 0.00, 0.00, 0.00, 0.00, 0.00, 0.01, 0.00, 0.00, 0.00, 0.00, 0.00, 0.00, 0.03, 0.00, 0.00, 0.00, 0.00, 0.00, 0.00, 0.04, -0.01, 0.02, -0.03, 0.01, -0.01, 0.00, 0.05, -0.22, 0.00, 0.00, 0.00], "charge": 2, "multiplicity": 3, "homo_ev": [-13.530, -13.585], "lumo_energy_ev": [-7.61, -6.68], "fmax_ev_per_a": 2.07, "s2": 2.123}

***

5.
{"formula": "C5H26N2O7", "method": "ωB97M-V/def2-TZVPD", "species": ["C", "C", "C", "C", "N", "C", "N", "H", "H", "H", "H", "H", "H", "H", "H", "H", "H", "H", "H", "H", "H", "O", "H", "H", "O", "H", "H", "O", "H", "H", "O", "H", "H", "O", "H", "H", "O", "H", "H", "O"], "positions_angstrom": [[-0.282, 1.059, -1.814], [1.074, 0.300, -1.930], [1.274, -0.626, -0.797], [2.322, -1.429, -0.603], [2.438, -2.254, 0.565], [2.333, -1.823, 1.772], [-1.492, 0.108, -1.933], [-0.478, 1.662, -0.947], [-0.343, 1.746, -2.680], [0.889, -0.353, -2.829], [2.039, 0.802, -2.133], [0.542, -0.690, 0.012], [3.202, -1.555, -1.199], [2.729, -3.216, 0.415], [2.303, -2.348, 2.768], [1.907, -0.733, 1.826], [-1.231, -0.851, -1.677], [-2.139, 0.457, -1.244], [-1.875, 0.153, -2.880], [-1.400, 4.248, 2.140], [-0.571, 4.852, 1.049], [-0.848, 3.990, 1.394], [4.135, 1.481, -0.815], [3.591, 2.841, -0.363], [3.364, 2.056, -0.871], [-2.954, -3.612, 1.383], [-2.219, -2.353, 1.415], [-2.875, -2.791, 0.848], [-0.488, -0.240, 2.561], [-1.176, -1.173, 3.471], [-0.690, -1.185, 2.634], [-3.883, 0.516, 0.780], [-3.603, 1.955, 0.448], [-3.213, 1.072, 0.367], [-2.017, -2.946, -0.849], [-2.235, -2.946, -2.306], [-1.649, -2.519, -1.662], [0.495, 2.466, 1.559], [1.980, 2.038, 1.051], [1.045, 1.841, 1.076]], "lowdin_charge": [-0.10, -0.14, -0.08, -0.06, 0.05, 0.18, 0.20, 0.10, 0.14, 0.15, 0.12, 0.11, 0.14, 0.18, 0.15, 0.13, 0.07, 0.09, 0.18, 0.06, 0.07, -0.05, 0.06, 0.06, -0.04, 0.09, 0.01, -0.06, 0.04, 0.07, -0.05, 0.06, 0.07, -0.05, 0.04, 0.08, -0.07, 0.01, 0.02, -0.05], "charge": 2, "multiplicity": 1, "relative_energy_kj_mol": 51.58, "homo_ev": -16.651, "lumo_energy_ev": -7.09, "fmax_ev_per_a": 3.61}

***

6.
{"formula": "C2H2S5", "method": "ωB97M-V/def2-TZVPD", "species": ["C", "C", "S", "S", "S", "S", "S", "H", "H"], "positions_angstrom": [[-0.514, 0.900, 0.715], [-0.215, -0.501, 0.298], [-1.831, 1.288, 1.471], [0.640, 2.152, 0.181], [1.591, -0.790, 0.306], [1.945, 0.917, -0.791], [-0.948, -1.044, -1.315], [-0.748, -1.161, 0.987], [0.080, -1.760, -1.852]], "mulliken_spin": [0.40, 0.00, 0.75, 0.46, 0.08, 0.25, 0.05, 0.00, 0.01], "charge": 0, "multiplicity": 3, "relative_energy_kj_mol": 27.67, "homo_ev": [-6.521, -8.572], "lumo_energy_ev": [-0.36, -3.52], "fmax_ev_per_a": 4.98, "s2": 2.010}